No. 1
Here is a structure of composition C22H18N14RuS at a distorted geometry from the OMol25 dataset. Energies are from ωB97M-V/def2-TZVPD.

Element x y z (Å)
Ru  0.04149  0.23227  -2.01501
N  0.00349  -1.00833  -6.19111
C  0.13239  -0.95813  -4.82921
S  1.16039  0.32997  -4.21071
N  -0.38501  -1.90063  -4.11441
N  -0.21451  -1.81082  -2.79201
C  -0.63251  -2.77973  -1.99641
C  -0.27911  -2.78183  -0.64771
C  -0.51631  -3.86822  0.21129
C  0.23769  -4.05782  1.36639
C  1.21119  -3.15973  1.71819
C  1.26099  -1.88423  1.01609
N  0.51009  -1.67293  -0.20941
H  0.04999  -0.10363  -6.63471
H  -0.76501  -1.59222  -6.49231
H  -1.16231  -3.63142  -2.42181
H  -1.21321  -4.62422  -0.11581
H  0.10969  -4.96632  1.93859
H  1.89569  -3.30562  2.53549
H  2.20589  -1.33863  1.07309
N  -3.34141  2.04497  -1.26341
C  -2.57831  1.69867  -0.21101
N  -2.86841  2.02788  1.06049
N  -1.91111  1.54477  1.79469
N  -1.08141  0.93318  0.99969
N  -1.43291  1.01117  -0.28151
C  -3.10171  1.57758  -2.54041
N  -3.98811  1.64717  -3.52271
N  -3.36141  1.11088  -4.56821
N  -2.17561  0.74378  -4.24611
N  -1.95161  1.02047  -2.96161
H  -4.24771  2.44418  -1.08181
N  0.06959  -1.07962  1.04549
C  0.18889  0.33687  1.35279
C  1.17469  1.27067  0.64679
C  1.15599  2.58848  1.10449
C  1.83159  3.59008  0.43299
C  2.52239  3.29328  -0.73891
C  2.55949  1.99577  -1.20621
C  1.88229  0.96287  -0.53541
C  0.36149  0.29187  2.85869
C  -0.70111  -0.10963  3.65989
C  -0.52681  -0.23903  5.02469
C  0.71689  -0.02173  5.59539
C  1.79029  0.31487  4.79019
C  1.61449  0.47377  3.42719
H  0.59639  2.82507  2.00209
H  1.79929  4.60348  0.80649
H  3.03239  4.07918  -1.27611
H  3.12639  1.74647  -2.09461
H  2.14179  -0.06433  -0.80071
H  -1.65921  -0.31983  3.21379
H  -1.36541  -0.52293  5.64299
H  0.85309  -0.12803  6.66199
H  2.77149  0.45227  5.22169
H  2.45249  0.73758  2.79749

Values from the calculation:
Net charge: -1
F_max: 0.034 hartree/bohr
Spin multiplicity: 6
⟨S²⟩: 8.798
E_LUMO (alpha / beta): 2.51 / 2.21 eV
Frontier orbital gap (alpha / beta): 5.0 / 6.2 eV

These are the Mulliken partial charges, in e, on atoms 1 to 5:
1. Ru -0.01
2. N -0.49
3. C 0.58
4. S -0.48
5. N -1.39


No. 2
Here is an isolated molecule of C22H18N2O3S2 at a distorted geometry from the OMol25 dataset. Energies are from ωB97M-V/def2-TZVPD.

Element x y z (Å)
C  5.27949  1.14350  -4.11858
O  4.71753  1.74733  -2.93471
C  3.36651  1.82738  -2.85581
C  2.69193  2.80492  -3.56995
C  1.26274  2.90819  -3.46301
C  0.55689  2.06111  -2.58996
S  -1.21181  1.99719  -2.37240
C  -0.94918  0.82767  -1.10984
C  -2.17515  0.32379  -0.35743
C  -3.38233  1.06414  -0.37917
C  -4.51407  0.67728  0.34750
C  -4.50712  -0.60251  0.92002
S  -6.01934  -1.30632  1.77459
C  -6.81785  0.08726  2.66824
O  -6.81456  -1.80681  0.61226
O  -5.58570  -2.24529  2.73190
C  -3.35719  -1.44680  0.77760
C  -2.15823  -0.94913  0.24161
C  0.36193  0.41401  -0.96528
C  0.86604  -0.40442  0.10160
C  1.42752  -1.04048  0.89481
C  2.20561  -1.90978  1.68388
C  2.40513  -3.18708  1.32104
N  3.31974  -3.86300  2.22746
C  3.66468  -2.97620  3.10826
N  2.93430  -1.76760  2.80157
C  3.05769  -0.50801  3.61664
C  1.27669  1.15242  -1.84780
C  2.68383  1.11849  -1.94639
H  5.93368  1.83513  -4.65512
H  5.90215  0.31528  -3.95250
H  4.60708  0.82403  -4.81091
H  3.28919  3.45775  -4.19617
H  0.70330  3.64998  -4.07891
H  -3.26443  2.06840  -0.81717
H  -5.30031  1.32728  0.40731
H  -6.20917  0.31967  3.53764
H  -7.83336  -0.26085  2.94024
H  -6.87994  1.02622  2.02532
H  -3.15486  -2.34639  1.33481
H  -1.26362  -1.50322  0.42268
H  2.08862  -3.54079  0.30454
H  4.34333  -3.12779  3.98503
H  3.14270  -0.84949  4.67861
H  3.90682  0.16736  3.30260
H  2.15768  0.06015  3.50813
H  3.24544  0.43603  -1.25474

Values from the calculation:
SMILES: COc1ccc2sc(-c3ccc(S(C)(=O)=O)cc3)c(C#Cc3cncn3C)c2c1
F_max: 0.106 hartree/bohr
E_LUMO: -0.38 eV
Frontier orbital gap: 7.9 eV

These are the Mulliken partial charges, in e, on atoms 1 to 5:
1. C -0.91
2. O -0.48
3. C 0.30
4. C -0.49
5. C -0.33


No. 3
Here is a structure of composition C22H18N3O7PtS at a distorted geometry from the OMol25 dataset. Energies are from ωB97M-V/def2-TZVPD.

Element x y z (Å)
Pt  -0.06856  -0.20209  -0.21973
O  2.10864  0.05801  -0.13523
C  2.92184  -0.08619  0.84407
C  4.30814  -0.13579  0.52647
C  5.28494  -0.17899  1.48207
C  4.94024  -0.19159  2.83307
C  3.61104  -0.19289  3.18207
C  2.57774  -0.15149  2.23427
C  1.20874  -0.18489  2.69667
N  0.10314  -0.24359  1.96627
C  -0.97156  -0.25829  2.79857
C  -0.52296  -0.21129  4.08037
N  0.84494  -0.16449  4.01037
H  4.56274  -0.12649  -0.52323
H  6.32694  -0.19919  1.19227
H  5.70594  -0.20829  3.59627
H  3.36374  -0.23009  4.23547
H  -1.97436  -0.32109  2.41797
H  -1.04206  -0.20259  5.01537
H  1.47064  -0.13789  4.79827
O  -0.32226  -2.18119  -1.84183
C  -0.67046  -3.22819  -1.04103
C  0.10104  -4.38449  -1.08873
C  -0.27086  -5.49589  -0.36173
C  -1.42796  -5.47469  0.40457
C  -2.16836  -4.31199  0.49507
C  -1.78956  -3.16579  -0.19613
C  -2.48976  -1.84409  0.07467
O  -3.31936  -1.78389  0.97137
O  -2.13916  -0.84209  -0.66593
H  -1.09476  -1.55029  -1.79163
H  0.98414  -4.38329  -1.70853
H  0.33664  -6.38839  -0.40333
H  -1.73536  -6.35839  0.94437
H  -3.06086  -4.26579  1.10377
N  0.05834  2.26071  -0.12633
C  -0.70026  2.82201  -1.18313
C  -1.27666  4.08651  -1.10463
C  -1.98786  4.58611  -2.18443
C  -2.11346  3.82111  -3.32133
C  -1.57136  2.55731  -3.40833
C  -0.85876  2.05501  -2.33533
S  -3.01326  4.58991  -4.70853
O  -2.42126  5.92011  -4.76833
O  -2.72786  3.74411  -5.85463
O  -4.39396  4.56051  -4.24543
H  -0.03146  2.77191  0.74407
H  1.03964  2.14591  -0.37443
H  -1.15276  4.68501  -0.21253
H  -2.42336  5.57201  -2.17843
H  -1.70656  1.99391  -4.31613
H  -0.41226  1.05541  -2.34893

Values from the calculation:
Net charge: -1
F_max: 0.065 hartree/bohr
E_LUMO (alpha / beta): 0.43 / 0.43 eV
Frontier orbital gap (alpha / beta): 5.7 / 5.7 eV

These are the Mulliken partial charges, in e, on atoms 1 to 5:
1. Pt 1.62
2. O -1.01
3. C 0.65
4. C -0.60
5. C -0.45


No. 4
Here is an isolated molecule of C22H18N4O4 at a distorted geometry from the OMol25 dataset. Energies are from ωB97M-V/def2-TZVPD.

Element x y z (Å)
C  6.69442  -2.35254  1.67034
O  5.85215  -1.17893  1.39544
C  5.26774  -0.55268  2.44718
O  5.42025  -0.88675  3.63182
C  4.38009  0.64059  2.23198
C  3.72986  1.31661  3.26971
C  2.93263  2.41577  3.02222
C  2.73214  2.88724  1.71233
C  3.39890  2.24057  0.65795
C  4.23514  1.14000  0.92271
C  3.19537  2.78391  -0.74641
C  1.89015  3.61727  -0.84425
C  0.60097  2.76198  -0.78112
N  -0.58136  3.29685  -0.96574
C  -1.44906  2.25700  -0.79380
C  -2.82537  2.22622  -0.89563
C  -3.55016  1.07351  -0.61498
C  -2.81234  -0.12065  -0.27352
C  -3.54593  -1.39614  -0.04918
C  -2.92133  -2.62479  -0.08797
C  -3.72784  -3.75768  -0.08662
N  -5.06594  -3.64488  0.03617
C  -5.54144  -2.41901  0.10803
N  -6.82588  -2.26384  0.39982
N  -4.86261  -1.30775  0.05858
C  -1.38973  -0.07735  -0.23125
C  -0.72533  1.08887  -0.48388
O  0.56233  1.39784  -0.54033
C  1.91987  4.64952  0.29523
O  1.87507  3.93691  1.55884
H  7.23966  -2.60350  0.75947
H  7.39835  -2.14236  2.51850
H  6.08650  -3.18212  1.99711
H  3.80492  0.97472  4.29404
H  2.45300  2.89156  3.84415
H  4.73190  0.66658  0.08844
H  3.16474  1.95709  -1.48186
H  4.04414  3.43986  -0.99600
H  1.90118  4.14144  -1.79092
H  -3.38222  3.13140  -1.12029
H  -4.66020  1.11431  -0.62862
H  -1.84034  -2.72381  -0.20786
H  -3.32854  -4.74342  -0.16714
H  -7.01398  -1.32493  0.73336
H  -7.12447  -3.01504  0.98591
H  -0.79963  -0.95267  0.06997
H  2.80532  5.32502  0.25134
H  1.05740  5.29867  0.22722

Values from the calculation:
SMILES: COC(=O)c1ccc2c(c1)C[C@@H](c1nc3ccc(-c4ccnc(N)n4)cc3o1)CO2
F_max: 0.065 hartree/bohr
E_LUMO: 0.03 eV
Frontier orbital gap: 8.5 eV

These are the Mulliken partial charges, in e, on atoms 1 to 5:
1. C -0.63
2. O -0.31
3. C 0.36
4. O -0.63
5. C 0.16